{
  "formula": "C15H18N2O",
  "method": "the ωB97M-V functional and the def2-TZVPD basis",
  "total_charge": 0,
  "energy_ha": -767.12751,
  "e_above_lowest_kcal_mol": 36.25,
  "gap_ev": 9.607,
  "e_homo_ev": -8.747,
  "elements": ["C", "C", "C", "C", "C", "C", "N", "O", "C", "C", "C", "C", "C", "C", "C", "N", "C", "C", "H", "H", "H", "H", "H", "H", "H", "H", "H", "H", "H", "H", "H", "H", "H", "H", "H", "H"],
  "positions_angstrom": [[-6.411890, 0.247865, -0.187274], [-4.932033, 0.060869, -0.052401], [-4.366850, -1.196404, -0.253897], [-3.007557, -1.391462, -0.130873], [-2.179308, -0.319573, 0.199350], [-0.751843, -0.511003, 0.343708], [-0.140850, -1.659139, 0.193161], [1.174426, -1.395709, 0.425790], [1.266762, -0.090761, 0.702711], [2.566460, 0.565500, 1.005308], [2.924522, 1.501322, -0.158889], [3.123097, 0.720009, -1.460826], [3.819034, -0.628307, -1.220956], [4.629573, -0.596616, 0.069327], [3.698878, -0.440789, 1.274785], [0.112128, 0.499973, 0.667495], [-2.734287, 0.941051, 0.399196], [-4.097924, 1.123188, 0.273348], [-6.940401, -0.404849, 0.506507], [-6.735368, -0.009788, -1.195187], [-6.696750, 1.276743, 0.016895], [-5.007783, -2.028482, -0.508761], [-2.566308, -2.363867, -0.284085], [2.388714, 1.182097, 1.892880], [2.129858, 2.237614, -0.284941], [3.838438, 2.034612, 0.105585], [2.154886, 0.549040, -1.935591], [3.714514, 1.331681, -2.144851], [4.467187, -0.866465, -2.065698], [3.078328, -1.425287, -1.142602], [5.202141, -1.519369, 0.174649], [5.342038, 0.229497, 0.031247], [3.265241, -1.411010, 1.521027], [4.279268, -0.110331, 2.137879], [-2.084180, 1.763601, 0.654161], [-4.522172, 2.104547, 0.431810]],
  "forces_ev_per_a": [[-0.01, -0.03, -0.01], [0.07, 0.04, 0.02], [0.01, 0.05, 0.01], [0.09, 0.14, 0.04], [-0.63, 0.04, -0.07], [1.10, -0.39, 0.06], [-1.19, -0.34, -0.24], [0.66, 0.41, 0.20], [-0.65, 0.27, 0.13], [0.19, 0.05, 0.05], [-0.13, 0.01, -0.06], [0.00, 0.02, 0.02], [0.19, 0.00, -0.06], [-0.11, -0.19, -0.04], [0.18, 0.01, 0.03], [0.30, 0.24, 0.06], [0.22, -0.21, -0.02], [-0.13, -0.07, -0.03], [-0.09, 0.00, 0.02], [-0.09, 0.01, -0.04], [-0.07, 0.05, 0.00], [-0.06, -0.09, -0.03], [0.00, -0.12, -0.02], [-0.04, -0.13, -0.09], [0.07, 0.06, 0.04], [0.00, 0.05, 0.04], [-0.01, 0.06, -0.06], [-0.06, -0.01, -0.04], [-0.06, -0.06, -0.02], [0.04, -0.04, -0.07], [0.08, 0.05, 0.02], [0.09, 0.00, 0.01], [0.09, 0.01, 0.08], [-0.07, -0.04, 0.04], [0.04, 0.08, 0.02], [-0.05, 0.08, 0.01]],
  "mulliken_charge": [-1.375, 1.079, -0.560, -0.735, 0.028, 0.656, -0.591, -0.066, 0.112, 0.593, -1.191, -0.658, -0.605, -0.698, -0.986, -0.526, -0.585, -0.670, 0.320, 0.314, 0.336, 0.404, 0.464, 0.516, 0.486, 0.419, 0.276, 0.415, 0.408, 0.274, 0.400, 0.319, 0.349, 0.304, 0.471, 0.303]
}